(1)
{"formula": "C44H61ClF16N2O21S3", "method": "ωB97M-V/def2-TZVPD", "species": ["H", "H", "H", "H", "N", "O", "H", "C", "H", "F", "C", "H", "C", "C", "F", "F", "C", "H", "H", "S", "O", "C", "C", "C", "F", "H", "C", "O", "H", "O", "H", "C", "H", "H", "H", "F", "O", "H", "C", "C", "O", "C", "H", "H", "H", "F", "H", "H", "C", "C", "O", "C", "H", "H", "O", "H", "O", "O", "C", "H", "F", "N", "C", "H", "F", "H", "O", "C", "H", "C", "C", "O", "C", "O", "H", "C", "H", "C", "H", "H", "H", "F", "F", "O", "O", "H", "H", "H", "H", "H", "H", "F", "H", "C", "F", "O", "C", "C", "F", "C", "H", "C", "H", "C", "C", "H", "H", "H", "C", "F", "C", "H", "H", "H", "S", "O", "F", "H", "H", "C", "O", "C", "H", "Cl", "O", "C", "C", "C", "H", "S", "H", "H", "C", "H", "H", "H", "C", "C", "H", "H", "C", "H", "F", "C", "C", "O", "H", "O"], "xyz": [[4.077, 3.993, -0.276], [4.579, -2.886, 5.670], [2.025, 5.538, -4.905], [2.320, -0.022, -1.325], [2.845, 0.251, 1.384], [-4.394, -2.256, 1.233], [3.109, -3.974, 4.115], [4.671, 3.194, 0.158], [9.052, 3.344, 3.040], [-2.003, -7.235, 2.325], [11.015, 2.954, 1.481], [1.985, 1.596, -1.667], [-10.999, -4.146, -7.326], [-8.840, 0.836, 0.202], [6.101, 7.149, -6.845], [-13.204, -5.172, -3.906], [0.518, -5.008, -0.174], [3.479, 0.097, 3.431], [2.353, -0.434, 5.132], [3.371, -1.924, -0.312], [0.800, -7.500, 0.807], [-12.862, -3.899, -4.146], [-1.577, -7.744, 1.159], [-4.817, 0.081, 1.093], [13.149, 3.957, 1.677], [0.625, -0.140, 5.247], [5.266, -0.167, 0.936], [-11.393, -4.223, -5.941], [-4.607, -1.317, -0.600], [5.586, 1.207, 2.933], [5.660, 3.265, -0.309], [-11.426, -1.794, 0.407], [8.639, 1.252, 1.709], [5.291, -2.816, 4.075], [-10.043, -2.776, -8.676], [-8.775, 1.998, -0.437], [-13.331, -3.165, -6.397], [4.090, 1.824, -1.277], [2.873, 0.750, 2.809], [-5.022, -1.263, 0.411], [-10.178, -1.069, 0.435], [1.542, 3.623, -0.095], [3.143, 6.589, -2.259], [2.578, 3.115, 1.654], [-11.910, -1.428, -1.663], [-7.886, 0.035, -0.301], [0.423, 4.320, 1.323], [1.106, 2.258, 1.436], [4.470, -2.440, 4.680], [-0.582, 1.407, -1.314], [10.130, 3.373, 0.794], [-3.000, -2.064, 1.084], [3.411, 1.689, 2.905], [-10.924, -2.856, -1.388], [-0.595, -5.819, 0.250], [-1.513, -0.570, 1.438], [4.835, 3.431, 1.557], [-11.204, 0.809, -0.276], [-2.566, -0.722, 1.678], [3.851, 4.885, 2.325], [-11.792, -3.612, -3.391], [-3.403, 0.435, 1.329], [0.438, 0.565, -0.531], [2.280, -2.576, 4.707], [-13.865, -3.124, -3.743], [-2.620, -0.825, 2.768], [0.497, 4.375, 0.361], [-11.749, -2.271, -0.993], [2.667, 4.540, -3.608], [-10.235, 0.203, 0.071], [1.906, 2.448, 6.533], [6.521, -0.786, 2.922], [4.494, 7.067, -5.113], [3.873, -1.512, -1.573], [7.846, 1.159, 3.286], [5.873, 0.115, 2.385], [4.547, -1.357, 4.751], [-10.409, -2.791, -7.651], [0.165, -3.980, -0.143], [-6.087, -1.484, 0.435], [0.109, -5.301, -2.265], [4.001, -3.317, -0.039], [6.493, 5.783, -5.217], [10.912, 2.460, 2.701], [1.947, -2.096, -0.250], [-2.685, -2.198, 0.042], [-2.518, -2.856, 1.666], [-5.299, 0.018, 2.073], [9.721, 2.372, 4.343], [-0.321, 1.447, -2.368], [1.330, -6.390, -1.620], [-8.543, 1.057, 1.491], [2.559, 7.602, -3.571], [5.971, 6.973, -5.533], [12.609, 3.157, -0.258], [4.630, 4.835, 1.755], [-2.849, 1.282, 0.350], [2.888, -2.444, 2.608], [-1.359, -9.044, 1.328], [2.175, 5.486, -3.826], [0.200, 0.576, 0.537], [-0.293, -7.027, 0.710], [-10.255, -4.928, -7.461], [0.953, -5.368, -1.577], [3.018, 6.642, -3.338], [1.201, 5.497, -3.339], [1.896, 3.394, 7.021], [-11.287, -2.641, 1.075], [2.777, 1.363, 0.333], [6.687, 7.919, -4.911], [9.578, 2.417, 3.265], [9.363, 0.295, 2.994], [-12.649, -2.883, -0.984], [-9.582, -2.565, -6.977], [-2.823, 2.893, 0.589], [4.349, 6.585, -3.887], [-2.558, -7.597, 0.262], [1.957, -1.871, 2.585], [1.929, -0.211, 1.291], [1.762, 1.486, 5.831], [4.032, -1.710, 2.143], [8.806, 1.210, 2.787], [1.739, -4.694, -1.914], [6.395, -1.370, 0.197], [1.987, 3.888, -1.171], [1.473, 0.736, 3.480], [12.493, 2.965, 1.054], [2.000, 2.575, 0.898], [-12.224, -1.178, 0.819], [-2.221, 0.591, -1.178], [0.791, 0.032, 2.996], [-0.741, 2.393, -0.879], [3.124, -2.883, 4.086], [-11.152, -2.002, -7.537], [0.235, -0.465, -0.833], [-5.313, 0.887, 0.552], [1.919, 0.874, -0.856], [-12.572, -3.695, -5.642], [2.737, -3.361, 2.041], [1.341, -5.095, 0.536], [3.855, -0.809, 1.094], [1.087, 1.754, 3.494], [13.104, 1.814, 1.360], [4.191, 1.783, -0.190], [1.580, 0.316, 4.970], [3.638, 7.539, -5.800], [-11.847, -4.380, -7.968], [5.283, 0.901, 0.053]], "smiles": "C#CCCC[N@H+]1[C@@](CCCSC(=S)N2CCOCC2)(CC(=O)O)[C@@H](COO)O[C@@](Cl)(C(=O)[O-])[C@]1(OCCC)S(=O)(=O)F.CCOC(=O)C(F)(F)F.CCOC(=O)C(F)(F)F.CCOC(=O)C(F)(F)F.CCOC(=O)C(F)(F)F.CCOC(=O)C(F)(F)F", "total_charge": 0, "spin_multiplicity": 1, "lumo_energy_ha": -0.042, "homo_energy_ha": -0.31599}



(2)
{"formula": "C18H19Cl3N2O5S", "method": "ωB97M-V/def2-TZVPD", "species": ["C", "H", "C", "H", "H", "H", "S", "C", "O", "C", "C", "H", "H", "C", "H", "C", "C", "H", "O", "Cl", "C", "H", "Cl", "C", "H", "O", "H", "H", "N", "N", "C", "C", "O", "C", "H", "C", "H", "C", "H", "H", "C", "C", "H", "H", "H", "C", "Cl", "O"], "xyz": [[-3.643, -1.248, 0.324], [-1.745, 0.431, -1.654], [-1.402, 1.896, 0.052], [-4.265, -2.177, 2.170], [-4.134, -3.253, -0.293], [1.767, 3.636, -1.501], [-3.897, 0.488, -0.443], [2.195, -2.440, -0.041], [-1.536, -2.098, -1.733], [-1.029, 0.871, 1.161], [0.698, 1.773, -1.216], [-0.095, 3.464, -0.386], [-1.889, -1.875, 1.511], [1.947, 2.562, -1.560], [3.778, 2.442, 2.710], [-2.053, 0.689, -0.643], [2.926, 2.554, 0.756], [-5.342, -2.038, -0.719], [0.594, 0.585, -1.441], [2.433, -3.787, 1.086], [0.949, -2.676, -0.883], [-5.415, -1.001, 1.518], [2.043, -0.931, 0.888], [4.848, 1.229, 1.306], [5.694, 0.106, -0.309], [-0.170, -2.576, -0.017], [0.872, -1.901, -1.656], [-3.944, -0.438, 2.297], [-0.285, 2.502, -0.617], [-1.541, -0.137, 0.408], [3.848, 2.108, 1.686], [-1.309, -2.131, -0.556], [-4.225, 1.391, 0.661], [3.996, 1.240, -0.936], [4.048, 0.888, -1.956], [-2.128, -1.444, 0.537], [2.144, 3.234, 1.065], [4.921, 0.798, -0.007], [5.563, 0.877, 2.034], [-2.120, 2.648, 0.381], [-4.359, -1.218, 1.662], [2.995, 2.126, -0.564], [-3.832, -2.145, -1.631], [0.990, -3.665, -1.351], [2.262, 2.298, -2.569], [-4.275, -2.232, -0.643], [3.595, -2.337, -1.111], [-0.476, 0.912, 2.219]], "e_above_lowest_kcal_mol": 7.2, "total_charge": 0, "spin_multiplicity": 1, "lumo_energy_ha": 0.018, "homo_energy_ha": -0.33703}



(3)
{"formula": "C18H28FO14V2", "method": "ωB97M-V/def2-TZVPD", "species": ["H", "H", "O", "H", "O", "O", "H", "H", "O", "H", "H", "H", "O", "C", "C", "C", "C", "H", "V", "H", "O", "C", "C", "H", "C", "C", "C", "C", "H", "O", "H", "H", "O", "H", "C", "H", "H", "V", "H", "H", "O", "H", "H", "H", "C", "F", "O", "O", "H", "O", "O", "C", "H", "O", "C", "C", "H", "H", "H", "C", "H", "C", "C"], "xyz": [[0.231, -5.366, 2.754], [-3.651, -3.458, 0.437], [-3.193, -1.108, 1.025], [-2.483, -2.719, -3.405], [-2.305, 1.372, 1.622], [2.284, -4.331, 1.390], [-3.572, 6.189, 0.588], [0.242, -0.400, 2.005], [-3.686, 5.263, 0.355], [-1.705, 5.099, -0.215], [2.945, 2.316, -1.543], [-3.284, -4.830, 2.038], [-3.580, -4.346, 0.083], [-2.954, -5.168, 1.051], [-2.300, -0.590, 0.313], [-0.510, 1.200, 0.214], [1.758, 5.045, -0.905], [-1.862, -5.091, 0.997], [-3.311, -0.105, 2.921], [-1.599, -1.212, -3.805], [-1.601, -1.209, 3.518], [-2.008, -2.152, -4.205], [0.243, -4.298, 2.581], [2.833, 4.885, -0.901], [-0.735, -3.475, 3.245], [0.234, -1.467, 2.166], [1.214, -2.241, 1.493], [3.255, 1.088, 1.932], [-3.259, -6.207, 0.959], [4.151, 3.594, -2.633], [-2.676, -1.544, -5.937], [-2.459, 3.597, 0.293], [1.492, 0.556, -0.895], [2.372, 2.668, -3.215], [1.303, -3.738, 1.778], [-1.995, -2.281, -0.999], [3.764, 1.590, -2.872], [2.404, -1.283, -1.369], [3.099, 1.652, 2.851], [1.297, 4.982, -1.889], [4.607, 0.721, 1.853], [2.658, 0.168, 1.992], [1.571, 6.012, -0.447], [4.742, 0.297, 0.991], [3.238, 2.507, -2.580], [4.149, -0.630, -0.772], [1.913, -1.722, 0.613], [-1.546, -4.032, 3.942], [1.679, 3.190, -0.311], [0.387, -1.717, -1.771], [1.178, 3.985, -0.104], [-1.756, 0.739, 0.702], [-1.154, -2.722, -4.582], [-3.046, -1.896, -5.122], [-0.353, -0.941, -1.151], [-2.423, 4.669, 0.490], [2.878, 1.665, 1.077], [-0.077, 2.141, 0.549], [-1.988, 4.713, 1.497], [-1.639, -1.304, -0.683], [5.008, 3.283, -2.329], [0.305, 0.393, -0.677], [-0.726, -1.993, 3.005]], "total_charge": 1, "spin_multiplicity": 9, "lumo_energy_ha": [-0.221, -0.282], "homo_energy_ha": [-0.43469, -0.43905]}